1.
# C21H13BrN2O4S

An isolated molecule of C21H13BrN2O4S (the ωB97M-V functional and the def2-TZVPD basis, the OMol25 dataset).

```
42
Properties=species:S:1:pos:R:3:forces:R:3:lowdin_charge:R:1
O 1.9734 0.8536 -0.9147 2.910 0.558 -1.890 0.155
C 1.0332 0.4737 -0.3200 0.390 3.921 -1.101 -0.624
N -0.0506 1.2252 -0.1120 -0.540 0.890 0.687 0.208
C -1.1676 0.4484 0.3056 1.893 -0.037 1.507 -0.287
C -0.4059 -0.8485 0.6920 -3.475 -1.809 0.644 -0.290
O -0.9943 -1.8342 1.0792 1.759 1.232 -0.317 0.177
N 0.9398 -0.6762 0.3282 -1.145 -3.943 2.328 0.016
S 1.7820 -2.0205 -0.1925 3.266 -5.785 -0.511 0.778
O 1.8764 -3.2004 0.6957 -0.830 3.373 0.272 -0.263
O 1.3311 -2.4886 -1.4759 -0.721 1.840 -0.333 -0.268
C 3.5217 -1.5269 -0.3693 0.219 0.289 -0.049 -0.266
C 4.2557 -0.8189 0.5704 1.268 0.105 0.367 -0.048
C 5.6489 -0.6618 0.4222 -0.128 -1.458 -2.043 -0.074
C 6.3523 -1.2571 -0.6901 -1.197 0.826 1.463 -0.616
Br 8.2613 -0.9018 -0.9784 -1.557 -0.394 0.294 0.674
C 5.6008 -2.0334 -1.5468 0.742 -0.126 -2.266 -0.112
C 4.1951 -2.1193 -1.4253 0.154 -0.318 -0.023 -0.044
C -1.9804 1.0798 1.4243 1.125 1.171 1.881 -0.078
C -1.4818 1.5281 2.6944 -2.315 0.297 -0.236 0.017
C -2.4060 2.1580 3.5864 -1.299 -0.266 -0.398 -0.050
C -3.7677 2.4387 3.1471 1.120 -0.251 -0.234 -0.077
C -4.1152 2.1441 1.8413 -0.795 -1.311 -0.834 -0.031
C -3.2606 1.3753 0.9975 0.339 0.311 1.100 -0.112
C -3.3651 0.8055 -0.3394 -0.098 -0.320 -2.510 -0.073
C -4.5096 0.7926 -1.1858 0.601 -0.594 1.881 -0.018
C -4.3534 0.2524 -2.4500 0.610 -0.383 -1.147 -0.071
C -3.0974 -0.2829 -2.9115 -2.405 0.824 0.686 -0.060
C -1.9924 -0.2154 -2.0930 0.754 -0.739 -0.234 -0.016
C -2.0704 0.2979 -0.8075 -5.105 0.493 -0.235 -0.076
H -0.2031 2.0538 -0.6546 0.283 0.170 -0.222 0.183
H 3.8043 -0.4368 1.4741 -0.143 0.189 -0.026 0.119
H 6.2553 -0.1677 1.1199 0.331 0.837 1.050 0.078
H 6.1463 -2.4430 -2.4732 -1.198 0.367 1.579 0.133
H 3.5931 -2.6882 -2.1256 0.335 0.033 -0.145 0.115
H -0.4520 1.3821 2.9684 0.174 -0.144 0.178 0.104
H -2.2226 2.3723 4.6627 0.468 -0.125 -1.105 0.104
H -4.6194 2.8665 3.7394 1.523 -0.306 -0.084 0.117
H -5.1615 2.3325 1.5348 0.765 0.009 0.001 0.113
H -5.4966 0.9807 -0.6679 1.084 0.221 -1.223 0.131
H -5.1991 0.2702 -3.1466 0.254 -0.315 0.344 0.103
H -3.0804 -0.8380 -3.8553 0.178 0.551 0.292 0.110
H -1.1178 -0.6721 -2.5480 0.406 0.119 0.611 0.121
```
Forces are in eV/Å.

The largest force on an atom is 6.66 eV Å⁻¹. Its energy above the lowest of the compared OMol25 structures with the same formula, charge and spin is 0.0 kcal per mole. The calculated total energy is -4190.66710 Ha. The value obtained for the LUMO energy is -0.16 eV. Its SMILES is O=C1NC2(C(=O)N1S(=O)(=O)c1ccc(Br)cc1)c1ccccc1-c1ccccc12. The HOMO energy comes out at -8.671 eV.

***

2.
# C19H27N3O6S

An isolated molecule of C19H27N3O6S (the ωB97M-V functional and the def2-TZVPD basis, the OMol25 dataset).

```
56
Properties=species:S:1:pos:R:3:forces:R:3:lowdin_charge:R:1
C -5.1442 -2.6997 1.2765 0.202 0.254 -0.118 -0.069
C -4.5744 -1.3814 0.7620 -0.521 0.088 0.224 -0.272
N -3.4610 -1.5834 -0.1361 -0.028 0.550 -0.948 -0.255
C -2.2448 -2.1916 0.3513 0.604 -0.168 0.189 -0.242
C -1.5701 -1.4583 1.5087 -0.209 -0.077 -0.184 -0.060
S -3.3219 -0.5420 -1.4130 -0.096 -0.033 0.020 0.671
O -2.3723 -1.1050 -2.3307 0.218 0.084 0.232 -0.288
O -4.6460 -0.2560 -1.8816 -0.059 0.160 0.284 -0.280
C -2.6151 0.9781 -0.7698 -0.143 -0.574 -0.338 -0.258
C -3.3577 1.8235 0.0297 -0.068 0.069 0.057 -0.050
C -2.7636 2.9706 0.5265 0.219 -0.025 -0.062 0.028
C -1.4379 3.2602 0.2274 -0.163 -0.274 -0.258 -0.186
C -0.6840 2.3868 -0.5713 -0.539 0.215 0.210 -0.109
C -1.2962 1.2475 -1.0746 0.062 0.164 -0.007 0.007
N 0.6701 2.6617 -0.7950 0.179 -0.376 -0.125 0.033
C 1.5340 1.6194 -1.3022 0.039 0.134 0.228 -0.032
C 1.5076 0.3980 -0.3751 0.019 0.231 -0.377 -0.481
O 1.0648 0.4462 0.7525 0.053 0.085 0.289 0.081
N 2.0058 -0.7132 -0.9449 0.210 -0.277 -0.218 0.088
C 2.2009 -1.9504 -0.2291 0.380 -0.275 0.055 -0.109
C 3.6992 -2.2092 0.0093 -0.415 -0.082 0.392 -0.306
C 4.3263 -1.2314 1.0134 0.058 -0.089 -0.241 -0.119
C 5.7110 -0.9812 0.4213 -0.124 -0.093 -0.178 -0.148
C 5.4132 -1.0667 -1.0730 0.321 0.263 0.034 -0.199
O 4.4134 -2.0608 -1.2157 -0.217 -0.118 -0.098 -0.109
C 1.2302 3.8381 -0.4049 -0.053 0.228 0.127 -0.394
O 2.4159 4.0692 -0.5057 0.035 0.212 0.056 0.088
C 0.2431 4.8874 0.0812 0.277 0.409 -0.183 -0.057
O -0.8929 4.3887 0.7526 -0.073 -0.303 0.179 0.004
H -6.0666 -2.5085 1.8186 -0.062 -0.012 0.087 0.075
H -4.4464 -3.1942 1.9474 0.028 -0.112 0.095 0.067
H -5.3579 -3.3602 0.4410 -0.045 -0.099 -0.073 0.084
H -4.2932 -0.7387 1.6082 -0.046 -0.005 -0.076 0.113
H -5.3307 -0.8684 0.1664 -0.058 -0.009 0.263 0.105
H -2.4736 -3.2197 0.6504 0.016 0.053 -0.124 0.117
H -1.5780 -2.2297 -0.5112 0.069 -0.236 0.164 0.105
H -0.6827 -2.0083 1.8105 0.112 -0.018 0.069 0.071
H -1.2644 -0.4559 1.2216 0.058 0.071 0.037 0.056
H -2.2332 -1.3917 2.3677 -0.039 0.013 0.155 0.070
H -4.3894 1.5956 0.2383 -0.166 0.042 0.064 0.114
H -3.3060 3.6583 1.1548 -0.077 0.096 0.054 0.125
H -0.7806 0.5398 -1.7008 0.194 -0.043 -0.087 0.113
H 1.2496 1.3462 -2.3222 0.056 -0.025 0.047 0.140
H 2.5451 2.0422 -1.3112 -0.175 -0.152 -0.065 0.135
H 2.4380 -0.6741 -1.8553 -0.077 0.157 0.015 0.148
H 1.6789 -1.8707 0.7254 -0.004 -0.085 -0.076 0.120
H 1.7768 -2.7684 -0.8171 -0.023 0.026 0.096 0.128
H 3.8223 -3.2490 0.3427 -0.031 0.129 -0.011 0.149
H 4.3608 -1.6496 2.0161 -0.061 0.012 0.054 0.120
H 3.7507 -0.3056 1.0417 -0.031 0.035 0.050 0.110
H 6.1320 -0.0206 0.7067 0.065 0.028 0.029 0.114
H 6.3987 -1.7758 0.7122 0.057 0.015 0.000 0.115
H 6.2719 -1.3688 -1.6753 -0.041 0.076 0.022 0.121
H 5.0408 -0.1006 -1.4463 0.057 -0.069 0.017 0.115
H 0.7524 5.5559 0.7786 -0.010 -0.170 -0.181 0.143
H -0.0692 5.4753 -0.7986 0.067 -0.102 0.135 0.149
```
Forces are in eV/Å.

The largest force on an atom is 1.10 eV Å⁻¹. Its energy above the lowest of the compared OMol25 structures with the same formula, charge and spin is 36.8 kcal per mole. The calculated total energy is -1754.12331 Ha. The value obtained for the LUMO energy is 0.61 eV. Its SMILES is CCN(CC)S(=O)(=O)c1ccc2c(c1)N(CC(=O)NC[C@@H]1CCCO1)C(=O)CO2. The HOMO energy comes out at -8.584 eV.

***

3.
# C3H6ClNOS

An isolated molecule of C3H6ClNOS (the ωB97M-V functional and the def2-TZVPD basis, the OMol25 dataset).

```
13
Properties=species:S:1:pos:R:3:forces:R:3:lowdin_charge:R:1
C 0.5001 -0.0846 0.4870 0.899 3.176 0.325 -0.341
C -0.3157 1.2205 0.0885 -1.783 0.034 2.011 -0.284
C 0.6681 -1.0059 -0.5787 -2.175 -3.877 -1.463 -0.596
N -1.5809 -0.7673 -0.8186 2.321 0.418 0.372 -0.258
O -1.3117 1.4351 -2.3318 -0.294 -0.088 -0.822 -0.551
S -1.7913 0.8617 -1.0742 1.998 -0.838 0.887 0.782
Cl 1.5235 -0.7551 -2.0360 -0.029 0.556 0.112 0.680
H 1.5198 0.3766 0.7762 -1.343 -0.973 0.014 0.153
H 0.0090 -0.6701 1.2511 0.077 0.392 0.555 0.105
H -0.9354 1.5996 1.0161 1.812 -0.444 -1.424 0.101
H 0.3181 2.0279 -0.3536 -0.794 -0.682 0.245 0.089
H 0.7389 -2.1507 -0.3411 -0.416 2.419 -0.241 0.114
H -1.9216 -1.3741 -1.5445 -0.271 -0.092 -0.570 0.007
```
Forces are in eV/Å.

The largest force on an atom is 4.68 eV Å⁻¹. Its energy above the lowest of the compared OMol25 structures with the same formula, charge and spin is 86.1 kcal per mole. The calculated total energy is -1106.14477 Ha. The value obtained for the LUMO energy (alpha / beta) is -0.60 / -0.60 eV. The HOMO energy (alpha / beta) comes out at -8.529 / -8.527 eV.

***

4.
# C31H50O3P2STb

A structure of composition C31H50O3P2STb (the ωB97M-V functional and the def2-TZVPD basis, the OMol25 dataset).

```
88
Properties=species:S:1:pos:R:3:forces:R:3:lowdin_charge:R:1
Tb 0.3624 -2.3670 0.1356 2.835 1.840 -0.637 1.791
C -0.6307 -3.5672 2.0896 -0.968 -0.216 -0.347 -0.293
C -1.5327 -2.5562 1.6403 -0.601 -1.067 -0.282 -0.337
C -1.2462 -4.0757 -0.0829 -0.926 -0.091 1.115 -0.358
C -0.4076 -4.4848 1.0139 -1.024 0.168 0.126 -0.309
C -1.9691 -2.8993 0.3262 0.004 -0.837 0.492 -0.335
C -0.2615 -3.6910 3.5242 0.375 0.233 0.611 -0.017
H -1.1488 -3.5201 4.1578 0.264 -0.088 -0.332 0.107
H 0.4742 -2.9216 3.8084 -0.084 -0.366 0.029 0.092
H 0.1217 -4.6868 3.7793 0.024 0.303 -0.111 0.087
C 0.4830 -5.6850 1.0315 0.347 -0.409 -0.158 -0.020
H 0.6200 -6.0513 2.0556 -0.098 0.009 -0.230 0.087
H 1.4927 -5.4960 0.6285 -0.295 0.025 0.101 0.090
H 0.0601 -6.4988 0.4269 0.044 0.182 0.249 0.092
C -1.2203 -4.7000 -1.4382 -0.297 -0.066 -0.141 -0.016
H -1.0852 -5.7877 -1.3503 0.002 0.363 -0.171 0.096
H -0.4025 -4.3168 -2.0760 -0.022 -0.105 -0.019 0.090
H -2.1605 -4.5004 -1.9664 0.266 -0.104 0.042 0.098
C -2.8824 -2.0382 -0.4861 -0.199 0.348 -0.288 -0.012
H -3.9266 -2.3929 -0.4394 0.414 0.040 -0.128 0.111
H -2.5855 -1.9750 -1.5435 -0.183 -0.140 0.114 0.090
H -2.8961 -1.0050 -0.1057 0.000 -0.282 -0.080 0.074
C -1.9599 -1.3690 2.4336 -0.044 0.283 0.359 -0.015
H -2.9194 -1.5423 2.9454 0.216 0.052 -0.199 0.112
H -2.0752 -0.4809 1.7954 -0.015 -0.117 0.217 0.066
H -1.2166 -1.1395 3.2085 -0.177 0.027 -0.202 0.092
C 1.2675 2.4065 1.3269 0.742 0.247 0.723 -0.101
C 0.5490 2.0902 2.4075 0.155 -0.381 0.043 -0.115
C -0.8635 2.4431 2.7563 -0.498 0.051 -0.196 -0.186
C -1.6567 3.2499 1.6993 0.218 -0.352 1.293 -0.191
C -2.1870 2.4146 0.5691 -0.351 0.310 -0.604 -0.115
C -1.5816 2.1833 -0.6088 -0.583 -1.293 0.581 -0.171
C -0.1078 1.9856 -0.7715 0.772 1.204 -0.659 -0.209
C 0.7935 2.9778 0.0254 0.377 0.056 -0.529 -0.194
H -0.8217 3.0378 3.6891 -0.015 -0.324 -0.293 0.123
H -1.0441 4.1065 1.3850 -0.410 -0.364 -0.047 0.103
H -1.4358 1.5242 2.9845 0.190 0.315 0.139 0.096
H 0.3011 3.9520 0.1355 0.153 -0.416 -0.139 0.082
H 2.3716 2.3140 1.4052 -0.830 -0.544 -0.121 0.116
H 1.0252 1.4910 3.1895 0.238 0.483 -0.077 0.104
H 1.6908 3.1835 -0.5801 -0.321 -0.121 0.226 0.096
H 0.1805 0.9532 -0.4789 -0.236 0.256 0.046 0.089
H -2.1948 1.9352 -1.4866 0.185 -0.518 0.475 0.100
H 0.1449 2.0637 -1.8424 -0.105 -0.070 0.354 0.061
H -2.5222 3.6745 2.2384 0.255 -0.117 -0.348 0.119
H -3.2106 2.0375 0.7192 0.110 0.779 -0.437 0.109
P -0.7480 4.1957 -3.0924 -0.188 1.264 -0.243 0.829
P -2.4633 3.3525 -5.3539 -0.667 0.936 -1.425 0.773
C -1.1047 5.5716 -4.3316 0.127 -0.138 0.055 -0.429
C -1.5883 4.9887 -5.6513 0.170 -0.436 0.023 -0.462
H -0.1777 6.1446 -4.4728 -0.305 0.068 0.094 0.072
H -1.8571 6.2503 -3.9015 0.219 -0.317 -0.197 0.068
H -2.2830 5.6808 -6.1510 0.258 -0.272 -0.041 0.074
H -0.7470 4.7852 -6.3322 -0.202 0.099 0.155 0.076
C -2.8935 3.1830 -7.1471 -0.130 -0.230 0.034 -0.341
H -3.5936 2.3482 -7.2729 0.139 0.179 -0.168 0.029
H -1.9714 2.9707 -7.7031 -0.274 -0.005 0.007 0.031
H -3.3446 4.1145 -7.5211 0.096 -0.341 -0.025 0.037
C -4.0733 4.1457 -4.8544 0.016 -0.358 0.241 -0.311
H -4.2826 5.0320 -5.4724 0.056 -0.279 0.193 0.041
H -4.0491 4.4310 -3.7957 -0.083 -0.005 -0.163 0.024
H -4.8752 3.4091 -4.9947 0.089 0.216 0.106 0.032
C 1.0832 4.3294 -3.2639 0.150 -0.080 0.232 -0.288
H 1.6018 3.6714 -2.5621 0.030 0.127 -0.150 0.005
H 1.3991 5.3667 -3.1061 0.087 -0.193 -0.003 0.045
H 1.3575 4.0222 -4.2810 -0.077 0.066 0.177 0.047
C -1.1492 5.2423 -1.6275 0.204 -0.058 0.533 -0.276
H -1.9055 5.9879 -1.9059 0.288 -0.204 0.135 0.037
H -0.2388 5.7446 -1.2779 -0.307 0.110 0.139 0.048
H -1.5773 4.6139 -0.8356 0.241 0.370 -0.115 -0.001
C 5.7245 -5.6771 5.4023 0.037 -0.098 0.162 -0.039
C 4.9780 -4.7327 4.4991 -0.036 -0.040 -0.242 -0.253
C 5.5342 -3.5032 4.1377 -0.186 0.051 -0.071 -0.017
C 4.9116 -2.6835 3.1988 -0.015 -0.059 -0.269 -0.027
C 3.7307 -3.1065 2.5660 0.269 0.382 0.782 -0.257
C 3.1035 -4.2574 3.0312 -0.240 -0.059 -0.181 -0.055
C 3.7297 -5.0728 3.9677 -0.028 0.100 -0.059 -0.015
S 2.9739 -2.0684 1.3373 0.139 -0.143 0.324 0.568
O 1.6278 -1.6136 1.8877 0.694 -0.146 -0.560 -0.447
O 3.8639 -1.0072 0.9788 -0.376 -0.449 0.217 -0.249
O 2.5783 -2.9686 0.1726 -0.111 0.520 0.507 -0.452
H 6.6461 -6.0230 4.9123 -0.260 0.080 0.082 0.095
H 6.0279 -5.1925 6.3390 -0.109 -0.056 -0.202 0.090
H 5.1188 -6.5574 5.6482 0.157 0.219 -0.048 0.081
H 6.4707 -3.1967 4.6073 -0.267 0.036 -0.225 0.128
H 5.3348 -1.7146 2.9642 0.046 -0.113 -0.183 0.118
H 2.0981 -4.4903 2.6907 0.353 -0.141 -0.102 0.072
H 3.2428 -5.9923 4.2922 0.087 0.214 -0.085 0.121
```
Forces are in eV/Å.

As for the expectation value of S²: 12.08. The largest force on an atom is 3.44 eV Å⁻¹. The spin multiplicity is 7. Its charge is +1. Its energy above the lowest of the compared OMol25 structures with the same formula, charge and spin is 42.8 kcal per mole. The calculated total energy is -3341.96439 Ha. The value obtained for the LUMO energy (alpha / beta) is -4.74 / -3.46 eV. The HOMO energy (alpha / beta) comes out at -9.397 / -9.397 eV.

***

5.
# C4H8O3

An isolated molecule of C4H8O3 (the ωB97M-V functional and the def2-TZVPD basis, the OMol25 dataset).

```
15
Properties=species:S:1:pos:R:3:forces:R:3:lowdin_charge:R:1
O -0.6299 0.7824 -1.7319 -0.019 -0.128 0.654 0.091
C -0.6962 0.5785 -0.5330 0.052 -0.126 -0.253 -0.370
C -1.9034 -0.1253 0.0545 0.170 0.071 0.130 -0.206
O -2.8209 -0.4789 -0.9321 -0.059 -0.062 -0.139 -0.043
C 0.4148 0.9365 0.4212 0.056 -0.146 0.234 -0.099
C 1.4991 -0.1463 0.6061 -0.243 -0.454 -0.057 -0.242
O 1.2035 -1.3106 1.3632 -0.788 -0.613 0.317 -0.075
H -1.5210 -1.0050 0.6039 -0.083 0.127 -0.115 0.134
H -2.3738 0.5338 0.8061 0.149 -0.092 -0.179 0.136
H -2.4173 -0.2226 -1.7787 -0.047 0.012 0.093 0.083
H 0.9619 1.8042 0.0290 -0.288 -0.119 0.014 0.130
H 0.0144 1.1848 1.4104 -0.049 0.042 -0.128 0.124
H 1.8514 -0.4823 -0.3818 -0.103 0.061 0.368 0.134
H 2.2729 0.3554 1.1150 1.320 0.710 0.297 0.096
H 1.4090 -1.3073 2.3246 -0.068 0.716 -1.236 0.108
```
Forces are in eV/Å.

The largest force on an atom is 1.53 eV Å⁻¹. Its energy above the lowest of the compared OMol25 structures with the same formula, charge and spin is 36.2 kcal per mole. The calculated total energy is -382.90710 Ha. The value obtained for the LUMO energy is 0.55 eV. Its SMILES is O=C(CO)CCO. The HOMO energy comes out at -10.174 eV.

***

6.
# C4H3N3

An isolated molecule of C4H3N3 (the ωB97M-V functional and the def2-TZVPD basis, the OMol25 dataset).

```
10
Properties=species:S:1:pos:R:3:forces:R:3:lowdin_charge:R:1
N -2.1871 -1.5164 -0.5747 1.656 1.191 0.328 0.179
C -1.1508 -0.9964 -0.4705 -2.508 -2.150 -0.966 -0.175
C 0.2320 -0.5894 -0.5036 -1.221 -2.430 -5.292 -0.364
N 0.7690 -0.5071 0.7064 4.546 0.613 4.786 0.066
C 0.4552 0.7686 0.0352 2.372 0.008 -0.902 -0.235
C -0.5849 1.5082 0.6366 -1.174 0.125 0.577 -0.179
N -1.5123 1.8632 1.2151 0.223 0.383 -0.203 0.195
H 0.8096 -1.1871 -1.3577 -1.186 2.046 1.450 0.205
H 1.8398 -0.5935 0.7139 -2.223 -0.157 0.012 0.165
H 1.3296 1.2499 -0.4006 -0.486 0.371 0.210 0.145
```
Forces are in eV/Å.

The largest force on an atom is 6.63 eV Å⁻¹. Its energy above the lowest of the compared OMol25 structures with the same formula, charge and spin is 61.0 kcal per mole. The calculated total energy is -318.38752 Ha. The value obtained for the LUMO energy is 0.04 eV. Its SMILES is N#C[C@@H]1N[C@@H]1C#N. The HOMO energy comes out at -11.173 eV.

***

Number 2 is which compound?
C19H27N3O6S

***

What is the formula in the third record?
C3H6ClNOS